DFT (ωB97M-V with the def2-TZVPD basis set) results for a cluster of 4 separate species, C27H31NO11P2 in total in a non-equilibrium geometry.

Structure (XYZ):
```
72
Properties=species:S:1:pos:R:3
C 4.24736 -0.74563 -0.40338
C 5.53248 0.02788 -0.27912
O 6.32914 -0.23462 0.57870
O 5.81366 0.97953 -1.21088
C 4.89568 2.08220 -1.30803
C 5.36293 3.24859 -0.45388
C 5.00670 3.14238 1.03083
C 3.49781 3.36507 1.32731
C 2.77406 2.16956 1.97542
C 1.78925 1.44171 1.04929
P 0.17845 2.29894 0.89734
O -0.31359 1.70345 2.60874
C -0.98705 0.63606 2.54901
N -1.44465 -0.42602 2.44898
P 0.52955 2.92499 -1.25382
O 1.04896 4.47626 -1.16140
O -0.99025 3.12724 -1.88358
H 4.49170 -1.78478 -0.60979
H 3.57314 -0.38382 -1.17723
H 3.73429 -0.72551 0.55658
H 4.86576 2.36835 -2.35698
H 3.88489 1.77747 -1.02649
H 4.92286 4.16240 -0.85811
H 6.44737 3.31100 -0.55117
H 5.56451 3.92740 1.54224
H 5.35882 2.20475 1.46115
H 3.00990 3.68564 0.40592
H 3.44939 4.18824 2.03927
H 2.22194 2.50852 2.85306
H 3.48928 1.43900 2.35251
H 2.17731 1.27056 0.04907
H 1.57989 0.45891 1.47610
H -0.94981 1.57132 0.43446
H 0.04175 3.61246 1.39232
H 0.58812 4.99545 -0.48373
H -1.63514 2.52139 -1.48697
C -1.34771 -3.33193 4.76152
C -0.45227 -3.12494 3.80005
C 0.77201 -3.95575 3.69729
O 1.59074 -3.76093 2.82209
C 0.96228 -5.03035 4.70371
C 0.06623 -5.23791 5.66461
C -1.16075 -4.40497 5.77001
O -1.97475 -4.59745 6.64717
H -2.24631 -2.73458 4.85407
H -0.57147 -2.34670 3.05580
H 1.86267 -5.62412 4.60854
H 0.18266 -6.01385 6.41052
C -3.52977 -1.18208 0.03474
C -3.87150 -2.34080 0.58881
C -5.23402 -2.90320 0.40594
O -5.55399 -3.95761 0.90770
C -6.19459 -2.12059 -0.41815
C -5.84811 -0.95994 -0.96823
C -4.48712 -0.40590 -0.78058
O -4.16055 0.65465 -1.28433
H -2.54666 -0.74927 0.15873
H -3.18530 -2.92021 1.19315
H -7.18111 -2.54943 -0.53907
H -6.52987 -0.37246 -1.57072
C -2.82375 -0.55721 -6.86123
C -4.00728 0.04857 -6.82131
C -4.57033 0.55408 -5.54297
O -5.65159 1.10125 -5.50609
C -3.76261 0.36088 -4.31196
C -2.57939 -0.24624 -4.35548
C -2.01496 -0.75286 -5.63066
O -0.93656 -1.30513 -5.66894
H -2.39383 -0.93475 -7.78027
H -4.61300 0.20092 -7.70559
H -4.18356 0.73470 -3.38692
H -1.97326 -0.39900 -3.47072
```

- HOMO energy (eV) = -9.0
- molecular weight (g mol⁻¹) = 607.49
- SMILES string = CC(=O)OCCCCCC[PH2](OC#N)P(O)O.O=C1C=CC(=O)C=C1.O=C1C=CC(=O)C=C1.O=C1C=CC(=O)C=C1
- energy (hartree) = -2612.420677
- spin multiplicity = 1
- orbital gap (eV) = 7.20
- net charge = 0